1.
Formula: C4H11IN2OS
Source: OMol25
Level of theory: ωB97M-V with the def2-TZVPD basis set

Results
Lowest unoccupied orbital energy   -0.66 eV
ΔE to the lowest compared entry with this formula, charge and spin   47.05 kJ/mol
E   -1039.5221 a.u.
Orbital gap   8.28 eV

Element x y z (Å)
C: -2.310 -0.260 0.232
C: 2.203 -1.557 -1.244
C: -0.557 1.252 -0.015
C: -1.995 1.970 -0.195
N: 2.063 -1.895 1.307
N: -0.947 -0.009 0.648
O: -2.951 1.076 0.370
S: 2.066 -0.631 0.359
I: 4.434 0.304 -0.024
H: -2.860 -0.879 0.989
H: -0.908 0.272 1.696
H: -2.243 -0.827 -0.684
H: 2.938 -2.455 -1.130
H: 1.249 -2.012 -1.232
H: 2.537 -0.858 -2.020
H: 0.084 1.793 0.587
H: 0.017 1.204 -0.966
H: -2.222 2.344 -1.144
H: -2.216 2.851 0.328
H: 1.619 -1.683 2.138


2.
Formula: C21H27N5O4
Source: OMol25
Level of theory: ωB97M-V with the def2-TZVPD basis set

Results
Lowest unoccupied orbital energy   0.64 eV
Structure (SMILES)   Cn1c(=O)c2c(nc(N3CCCCC3)n2C[C@H](O)COc2ccccc2)n(C)c1=O
ΔE to the lowest compared entry with this formula, charge and spin   86.69 kJ/mol
E   -1391.2405 a.u.
Orbital gap   8.27 eV

Element x y z (Å)
C: -5.175 -0.767 0.499
N: -3.905 -0.235 0.036
C: -2.865 -1.145 -0.191
O: -3.013 -2.345 0.011
C: -1.695 -0.487 -0.650
C: -1.616 0.886 -0.782
N: -0.386 1.262 -1.179
C: 0.317 0.134 -1.279
N: 1.645 0.169 -1.555
C: 2.335 -0.822 -2.357
C: 3.793 -0.925 -1.912
C: 4.475 0.432 -2.042
C: 3.689 1.459 -1.236
C: 2.234 1.492 -1.691
N: -0.433 -0.970 -0.990
C: -0.087 -2.347 -0.753
C: 0.852 -2.514 0.457
O: 1.229 -3.859 0.608
C: 0.187 -1.978 1.743
O: 0.073 -0.577 1.765
C: 1.181 0.195 1.964
C: 2.451 -0.278 2.275
C: 3.487 0.620 2.480
C: 3.278 1.982 2.372
C: 2.012 2.453 2.058
C: 0.972 1.571 1.858
N: -2.677 1.695 -0.534
C: -2.559 3.128 -0.680
C: -3.868 1.141 -0.113
O: -4.844 1.826 0.113
H: -5.965 -0.497 -0.200
H: -5.073 -1.848 0.561
H: -5.417 -0.351 1.477
H: 1.855 -1.792 -2.266
H: 2.301 -0.524 -3.417
H: 4.301 -1.673 -2.522
H: 3.830 -1.251 -0.871
H: 5.504 0.373 -1.683
H: 4.501 0.728 -3.093
H: 4.121 2.453 -1.356
H: 3.723 1.198 -0.177
H: 1.653 2.178 -1.078
H: 2.176 1.822 -2.737
H: 0.366 -2.810 -1.635
H: -1.029 -2.867 -0.548
H: 1.782 -1.965 0.276
H: 0.436 -4.389 0.754
H: 0.742 -2.349 2.615
H: -0.843 -2.346 1.802
H: 2.649 -1.334 2.371
H: 4.469 0.241 2.724
H: 4.093 2.672 2.529
H: 1.836 3.515 1.971
H: -0.020 1.918 1.614
H: -2.066 3.560 0.192
H: -3.561 3.543 -0.771
H: -1.965 3.341 -1.567


3.
Formula: CH3NOS
Source: OMol25
Level of theory: ωB97M-V with the def2-TZVPD basis set

Results
Lowest unoccupied orbital energy (alpha / beta)   -0.94 / -0.93 eV
ΔE to the lowest compared entry with this formula, charge and spin   738.66 kJ/mol
E   -567.8194 a.u.
Orbital gap (alpha / beta)   5.68 / 5.71 eV

Element x y z (Å)
C: -0.334 -0.191 -1.832
N: 0.684 0.697 1.099
O: -0.119 -0.452 1.375
S: -0.926 -1.169 -0.822
H: -0.048 0.544 -2.440
H: 1.705 0.437 1.029
H: -0.962 0.136 1.591


4.
Formula: C4H5O6Tb
Source: OMol25
Level of theory: ωB97M-V with the def2-TZVPD basis set

Results
Lowest unoccupied orbital energy (alpha / beta)   -12.94 / -7.77 eV
Net charge   +2
Spin multiplicity   7
ΔE to the lowest compared entry with this formula, charge and spin   0.00 kJ/mol
E   -1430.6477 a.u.
Orbital gap (alpha / beta)   3.51 / 8.25 eV

Element x y z (Å)
H: -0.761 -0.470 -0.375
O: 1.841 1.463 -0.506
C: 1.336 0.375 -0.109
O: 0.651 0.367 0.965
O: 1.528 -0.701 -0.825
C: 1.134 -2.001 -0.330
O: -1.233 -1.319 -0.275
C: -2.406 4.128 0.836
C: -0.323 -2.348 -0.585
O: -1.258 3.906 0.918
O: -3.511 4.418 0.905
Tb: 0.855 2.821 1.098
H: 1.373 -2.068 0.739
H: 1.778 -2.689 -0.887
H: -0.432 -2.682 -1.632
H: -0.572 -3.201 0.062


5.
Formula: C4HCuO2
Source: OMol25
Level of theory: ωB97M-V with the def2-TZVPD basis set

Results
Lowest unoccupied orbital energy (alpha / beta)   -1.88 / -3.32 eV
Spin multiplicity   3
ΔE to the lowest compared entry with this formula, charge and spin   0.00 kJ/mol
E   -1943.6515 a.u.
Orbital gap (alpha / beta)   4.72 / 6.66 eV

Element x y z (Å)
O: -1.637 -0.453 0.537
C: -0.804 0.785 -2.794
C: -0.685 0.338 -1.636
C: -0.570 -0.227 -0.335
C: 0.573 -0.124 0.328
O: 1.663 -0.127 0.804
Cu: 2.816 0.902 1.891
H: -1.356 -1.092 1.204


6.
Formula: C3H6O3
Source: OMol25
Level of theory: ωB97M-V with the def2-TZVPD basis set

Results
Lowest unoccupied orbital energy (alpha / beta)   4.14 / 4.06 eV
Net charge   -1
Spin multiplicity   2
ΔE to the lowest compared entry with this formula, charge and spin   176.96 kJ/mol
E   -343.5680 a.u.
Orbital gap (alpha / beta)   5.91 / 7.55 eV

Element x y z (Å)
O: 1.272 1.255 -0.414
C: -0.073 1.042 -0.944
O: -0.423 1.630 -1.995
C: 0.972 -0.132 -0.600
H: 1.541 -0.577 -1.429
C: 0.835 -0.977 0.630
H: 1.813 -1.129 1.115
H: 0.161 -0.505 1.359
H: 0.429 -1.965 0.366
H: -1.640 0.810 0.155
O: -2.508 0.671 0.617
H: -2.382 -0.124 1.143


7.
Formula: C14H27N7O7Sc
Source: OMol25
Level of theory: ωB97M-V with the def2-TZVPD basis set

Results
Lowest unoccupied orbital energy (alpha / beta)   -4.71 / -4.71 eV
Net charge   +1
ΔE to the lowest compared entry with this formula, charge and spin   76.60 kJ/mol
E   -2220.0583 a.u.
Orbital gap (alpha / beta)   4.64 / 4.64 eV

Element x y z (Å)
O: 2.922 3.813 -1.740
H: 3.308 4.641 -1.417
Sc: -0.366 0.062 -0.152
N: 0.430 -1.944 -0.555
N: 0.563 0.109 -2.031
N: -0.963 -0.267 1.808
N: -0.336 1.990 0.613
O: 0.321 -2.894 0.329
O: -1.255 -1.514 2.371
O: -0.082 3.149 -0.142
O: 0.578 1.250 -2.633
C: 0.857 -1.067 -2.669
C: 0.788 -2.224 -1.845
C: -1.513 0.839 2.321
C: -1.255 2.060 1.593
C: 0.906 -3.634 -2.268
H: -0.005 -4.206 -2.059
H: 1.716 -4.127 -1.726
H: 1.098 -3.698 -3.335
C: 1.135 -1.025 -4.112
H: 1.977 -0.357 -4.299
H: 0.280 -0.621 -4.661
H: 1.369 -2.009 -4.502
C: -2.378 0.785 3.516
C: -1.991 3.308 1.897
H: -2.121 -0.082 4.124
H: -3.442 0.715 3.257
H: -2.252 1.688 4.115
H: -2.070 3.918 0.997
H: -1.468 3.883 2.668
H: -3.002 3.113 2.268
H: -0.783 -2.166 1.776
H: 0.058 2.826 -1.074
C: 3.177 2.787 -0.770
H: 3.041 1.850 -1.317
H: 2.471 2.843 0.070
H: 4.200 2.804 -0.359
O: 1.638 -0.281 1.134
H: 1.280 -0.292 2.051
H: 1.941 -1.201 0.958
C: -5.343 1.936 -1.074
N: -4.523 0.746 -1.012
C: -5.151 -0.450 -1.012
C: -4.425 -1.596 -0.946
C: -3.033 -1.477 -0.882
N: -2.412 -0.295 -0.901
C: -3.143 0.859 -1.071
O: -2.587 1.968 -1.237
N: -2.255 -2.580 -0.717
H: -6.026 1.973 -0.221
H: -5.933 1.938 -1.995
H: -4.674 2.788 -1.055
H: -6.234 -0.413 -1.097
H: -4.838 -2.595 -0.929
H: -1.472 -2.706 -1.363
H: -2.748 -3.442 -0.508


8.
Formula: C3H5N4S
Source: OMol25
Level of theory: ωB97M-V with the def2-TZVPD basis set

Results
Lowest unoccupied orbital energy   3.85 eV
Structure (SMILES)   Cc1nnc(N)n1[S-]
Net charge   -1
ΔE to the lowest compared entry with this formula, charge and spin   7.77 kJ/mol
E   -734.5642 a.u.
Orbital gap   7.21 eV

Element x y z (Å)
C: 2.154 -0.222 -0.300
C: 0.853 0.312 0.007
N: 0.470 1.558 -0.348
N: -0.906 1.637 -0.185
C: -1.275 0.483 0.258
N: -2.594 0.105 0.478
N: -0.261 -0.405 0.315
S: -0.388 -2.049 0.894
H: 2.826 0.649 -0.526
H: 2.589 -0.756 0.665
H: 2.210 -0.805 -1.129
H: -3.194 0.421 -0.344
H: -2.484 -0.927 0.214


9.
Formula: C19H42Hg2NO7S3
Source: OMol25
Level of theory: ωB97M-V with the def2-TZVPD basis set

Results
Lowest unoccupied orbital energy (alpha / beta)   -9.64 / -10.08 eV
Net charge   +2
Spin multiplicity   2
E   -2831.0898 a.u.
Orbital gap (alpha / beta)   2.45 / 1.78 eV

Element x y z (Å)
Hg: -0.516 -29.138 3.789
Hg: -2.660 -27.703 6.222
C: -3.208 -27.509 2.721
O: -2.459 -27.693 3.867
H: -3.710 -26.593 2.412
H: -2.551 -27.747 1.885
H: -4.049 -28.193 2.607
C: -6.003 -24.470 1.362
C: -4.927 -23.609 1.789
N: -4.736 -22.720 0.710
C: -4.458 -23.233 -0.647
C: -3.400 -24.286 -0.743
C: -3.797 -21.614 1.056
C: -3.825 -20.339 0.127
H: -5.993 -25.018 0.419
H: -6.909 -23.882 1.215
H: -6.451 -25.187 2.051
H: -5.369 -23.149 2.673
H: -4.014 -24.170 1.990
H: -5.374 -23.285 -1.235
H: -4.183 -22.379 -1.267
H: -3.736 -25.209 -0.270
H: -3.263 -24.473 -1.808
H: -2.484 -23.892 -0.303
H: -2.750 -21.904 0.965
H: -3.890 -21.258 2.082
H: -4.711 -19.757 0.383
H: -3.805 -20.573 -0.937
H: -2.888 -19.802 0.272
C: -8.333 -27.566 4.529
C: -8.673 -27.531 6.066
C: -7.673 -26.476 6.634
S: -6.078 -26.549 5.703
O: -4.954 -27.202 6.410
O: -5.791 -25.248 5.050
C: -6.816 -27.608 4.376
H: -8.735 -26.628 4.148
H: -8.754 -28.403 3.973
H: -8.421 -28.525 6.434
H: -9.716 -27.245 6.200
H: -7.555 -26.145 7.665
H: -8.156 -25.547 6.332
H: -6.374 -28.570 4.636
H: -6.308 -27.272 3.472
C: 1.865 -25.404 2.217
C: 0.333 -25.189 2.012
C: -0.068 -25.743 0.598
S: 0.832 -27.450 0.691
O: 1.304 -28.044 -0.582
O: -0.042 -28.246 1.557
C: 2.160 -26.887 1.885
H: 2.002 -25.380 3.298
H: 2.542 -24.627 1.864
H: 0.054 -24.143 2.143
H: -0.293 -25.820 2.642
H: 0.508 -25.117 -0.083
H: -1.057 -25.930 0.180
H: 3.060 -26.752 1.285
H: 2.242 -27.546 2.750
C: -4.663 -33.655 3.273
C: -3.226 -34.020 3.772
C: -2.119 -33.222 2.873
S: -3.043 -31.761 2.131
O: -3.207 -31.928 0.733
O: -2.410 -30.543 2.681
C: -4.609 -32.133 3.124
H: -5.429 -33.995 3.970
H: -4.742 -34.140 2.300
H: -3.019 -35.090 3.757
H: -2.982 -33.800 4.812
H: -1.539 -33.644 2.052
H: -1.347 -32.739 3.472
H: -5.451 -31.695 2.586
H: -4.446 -31.648 4.086


10.
Formula: C3H8NS
Source: OMol25
Level of theory: ωB97M-V with the def2-TZVPD basis set

Results
Lowest unoccupied orbital energy   4.06 eV
Structure (SMILES)   NCCC[S-]
Net charge   -1
ΔE to the lowest compared entry with this formula, charge and spin   29.44 kJ/mol
E   -572.0670 a.u.
Orbital gap   6.22 eV

Element x y z (Å)
N: -1.805 1.039 0.045
C: -0.583 0.427 -0.494
C: 0.156 -0.362 0.560
C: 1.411 -1.075 0.043
S: 2.858 0.009 -0.186
H: -1.575 1.779 0.697
H: -2.433 1.409 -0.657
H: -0.866 -0.240 -1.309
H: 0.094 1.166 -0.946
H: 0.474 0.312 1.373
H: -0.552 -1.046 1.037
H: 1.161 -1.551 -0.916
H: 1.659 -1.867 0.752


11.
Formula: C23H51BrN6O9P3
Source: OMol25
Level of theory: ωB97M-V with the def2-TZVPD basis set

Results
Lowest unoccupied orbital energy   -5.13 eV
Net charge   +1
E   -5510.4488 a.u.
Orbital gap   6.14 eV

Element x y z (Å)
C: 4.011 5.605 0.704
N: 3.211 5.241 -0.485
C: 1.919 4.687 -0.032
N: 1.082 4.289 -1.200
N: 0.070 5.104 -1.427
C: -0.624 4.697 -2.481
C: -1.878 5.572 -2.802
C: -2.862 5.467 -1.569
C: -4.259 4.854 -1.921
C: -4.232 3.293 -2.073
N: -3.990 2.605 -0.794
C: -3.269 1.337 -0.953
N: -3.648 0.318 -0.324
N: -2.084 1.195 -1.777
C: -0.380 3.581 -3.347
C: 0.735 2.747 -3.032
C: 1.439 3.194 -1.861
P: 2.929 2.166 -1.285
O: 3.087 0.967 -2.444
Br: 2.326 1.026 0.584
H: 3.344 6.036 1.489
H: 4.490 4.699 1.121
H: 4.726 6.388 0.397
H: 2.931 6.072 -1.012
H: 2.037 3.869 0.707
H: 1.424 5.516 0.531
H: -1.494 6.615 -2.814
H: -2.327 5.272 -3.765
H: -3.047 6.461 -1.106
H: -2.386 4.854 -0.771
H: -4.627 5.340 -2.847
H: -4.952 5.107 -1.089
H: -5.250 3.013 -2.425
H: -3.499 3.055 -2.879
H: -3.391 3.170 -0.190
H: -4.478 0.555 0.231
H: -2.273 1.357 -2.761
H: -1.367 1.819 -1.414
H: -1.039 3.399 -4.205
H: 1.022 1.865 -3.615
H: 2.332 0.359 -2.301
O: -4.520 -0.277 3.690
P: -4.702 -1.700 4.163
O: -5.355 -2.370 2.805
C: -4.478 -2.638 1.711
C: -3.490 -3.746 2.027
O: -6.069 -1.417 5.041
C: -6.475 -0.110 5.432
C: -7.451 0.473 4.428
O: -4.562 -3.209 4.868
C: -5.439 -3.731 5.873
C: -6.746 -4.229 5.295
H: -3.954 -1.722 1.427
H: -5.102 -2.938 0.867
H: -2.797 -3.442 2.817
H: -2.903 -4.003 1.143
H: -4.008 -4.639 2.379
H: -5.617 0.544 5.589
H: -6.975 -0.205 6.400
H: -7.054 0.434 3.411
H: -7.686 1.510 4.673
H: -8.377 -0.105 4.422
H: -5.588 -3.008 6.674
H: -4.916 -4.577 6.327
H: -7.268 -3.467 4.718
H: -7.409 -4.563 6.095
H: -6.569 -5.065 4.614
O: 5.118 -3.536 -3.692
P: 5.542 -3.694 -2.253
O: 6.434 -2.314 -2.069
C: 5.732 -1.085 -1.936
C: 4.959 -1.002 -0.631
O: 6.741 -4.785 -2.540
C: 6.840 -5.518 -3.758
C: 7.762 -4.813 -4.736
O: 5.649 -4.004 -0.614
C: 6.524 -4.970 -0.017
C: 7.951 -4.472 0.082
H: 5.061 -0.950 -2.791
H: 6.476 -0.287 -1.971
H: 4.151 -1.741 -0.604
H: 4.515 -0.012 -0.506
H: 5.611 -1.207 0.219
H: 5.858 -5.705 -4.192
H: 7.263 -6.495 -3.512
H: 7.470 -3.772 -4.885
H: 7.760 -5.319 -5.702
H: 8.782 -4.798 -4.348
H: 6.453 -5.928 -0.529
H: 6.147 -5.142 0.994
H: 8.354 -4.162 -0.881
H: 8.595 -5.255 0.485
H: 8.006 -3.599 0.736


12.
Formula: C22H51BMgN4O2Si2
Source: OMol25
Level of theory: ωB97M-V with the def2-TZVPD basis set

Results
Lowest unoccupied orbital energy   0.29 eV
ΔE to the lowest compared entry with this formula, charge and spin   0.00 kJ/mol
E   -2042.2952 a.u.
Orbital gap   7.75 eV

Element x y z (Å)
O: -1.532 2.078 0.345
O: -3.172 -1.410 -3.703
C: -2.401 1.267 1.262
C: -3.477 2.041 1.991
H: -1.714 0.711 1.950
H: -2.943 0.514 0.628
H: -3.107 2.494 2.880
H: -4.197 1.312 2.351
H: -3.931 2.808 1.378
C: -1.743 1.634 -1.055
C: -3.173 1.549 -1.518
H: -1.242 0.639 -1.099
H: -1.198 2.410 -1.609
H: -3.405 0.512 -1.820
H: -3.245 2.087 -2.467
H: -3.967 1.908 -0.836
C: -1.789 -1.274 -4.030
C: -3.490 -2.665 -3.148
C: -1.608 -0.011 -4.880
H: -1.404 -2.166 -4.583
H: -1.218 -1.164 -3.082
H: -2.245 -0.072 -5.771
H: -0.555 0.058 -5.196
H: -1.867 0.892 -4.307
C: -4.980 -2.952 -3.320
H: -3.269 -2.631 -2.073
H: -2.914 -3.485 -3.615
H: -5.623 -2.129 -2.980
H: -5.256 -3.852 -2.754
H: -5.205 -3.155 -4.377
H: -0.045 -2.551 0.979
Mg: 1.499 1.505 1.307
C: -1.032 -2.761 0.659
Si: -0.721 -4.588 0.618
H: -1.759 -2.382 1.400
H: -1.278 -2.261 -0.310
C: -2.371 -5.394 0.465
C: 0.237 -4.596 2.297
C: 0.635 -4.394 -0.719
C: 0.608 3.274 1.928
Si: 1.043 4.046 0.278
H: 1.113 3.661 2.815
H: -0.458 3.124 2.140
C: -0.410 5.097 -0.277
C: 1.432 2.882 -1.194
C: 2.636 4.997 0.612
H: 0.316 -3.710 -1.496
H: 1.017 -5.263 -1.248
H: 1.527 -3.936 -0.293
H: -3.017 -4.936 1.235
H: -2.458 -6.478 0.625
H: -2.865 -5.158 -0.491
H: 0.167 -3.586 2.696
H: 1.298 -4.804 2.205
H: -0.192 -5.226 3.084
H: 0.892 3.302 -2.058
H: 1.108 1.826 -1.096
H: 2.512 2.893 -1.413
H: 2.678 5.874 -0.046
H: 3.531 4.380 0.440
H: 2.656 5.327 1.660
H: -0.074 6.137 -0.393
H: -1.196 5.038 0.489
H: -0.814 4.722 -1.225
B: 3.601 1.497 3.309
N: 3.215 -0.030 3.272
C: 3.875 -1.043 3.888
C: 3.588 -2.224 3.202
C: 2.714 -1.853 2.145
N: 2.451 -0.517 2.235
N: 4.266 1.718 1.884
C: 5.564 1.841 1.543
C: 5.666 1.618 0.167
C: 4.368 1.375 -0.296
N: 3.512 1.485 0.739
H: 4.481 1.677 4.152
H: 2.626 2.168 3.486
H: 4.515 -0.862 4.735
H: 3.978 -3.217 3.388
H: 2.345 -2.467 1.347
H: 6.307 2.071 2.290
H: 6.557 1.634 -0.429
H: 4.027 1.115 -1.287